(1)
Density functional theory data (wB97M-V/def2-TZVPD) for a structure of composition C10H24Br6N2O2 at a distorted geometry.

```
44
Properties=species:S:1:pos:R:3:forces:R:3
C -4.0162 -1.7332 3.6149 -0.782 -0.354 -0.068
Br -4.4425 -3.5328 4.3708 0.430 0.765 -0.895
Br -5.0059 -0.4846 4.7255 0.559 -0.031 -0.458
Br -4.4598 -1.4555 1.6918 0.136 -0.656 1.248
H -2.9368 -1.5931 3.6726 -0.386 0.075 0.208
C -0.7917 0.9876 1.1622 -1.127 -0.838 -0.082
Br -0.6713 0.2353 3.0241 -0.077 0.592 -1.395
Br -2.6636 1.4422 0.6615 1.201 -0.221 0.381
Br -0.0805 -0.3553 -0.1677 -0.298 1.299 1.048
H -0.3010 1.9599 1.1177 0.481 -0.387 -0.115
C -1.5352 4.4602 -1.9213 0.656 -0.046 -0.857
C -0.0546 4.4452 -1.4629 0.731 1.190 -0.895
C 0.8097 5.7539 -1.8144 -1.778 -0.510 -1.667
O 0.9563 5.8382 -3.2288 0.682 0.532 -0.473
C 1.9101 6.8582 -3.6807 -1.411 -0.665 0.934
N 0.0455 4.3467 -0.0394 -0.099 -0.426 1.253
H -1.6269 4.6211 -2.9954 0.358 0.199 -0.101
H -2.1481 5.2393 -1.4680 0.238 0.071 0.359
H -2.0338 3.4996 -1.7925 0.216 -0.080 0.508
H 0.4926 3.5841 -1.8465 -0.241 -0.019 -0.580
H 1.7739 5.8685 -1.3192 0.331 -0.798 0.176
H 0.2230 6.5869 -1.4271 -0.272 0.438 -0.050
H 1.9654 6.9155 -4.7678 -0.021 -0.703 0.092
H 2.8659 6.6170 -3.2155 0.196 0.391 -0.178
H 1.5065 7.8284 -3.3908 0.357 0.209 0.382
H 0.9107 4.8310 0.1530 0.034 -0.156 0.984
H -0.7073 4.8602 0.3962 -0.008 0.187 0.210
C 3.1980 -5.3232 0.5529 0.272 -0.246 -0.729
C 1.9031 -5.7784 1.3597 0.334 -0.471 -0.650
C 0.8781 -4.6801 1.1531 -2.148 -0.676 -0.189
O 0.3592 -4.5954 -0.2053 1.387 -0.235 1.883
C -0.9255 -3.9643 -0.2148 -0.379 -0.166 -0.516
N 1.4217 -7.0494 0.7626 1.831 2.472 -1.093
H 2.9283 -5.0825 -0.4754 -0.202 0.007 0.070
H 4.0575 -5.9922 0.5117 -0.253 -0.200 0.423
H 3.4677 -4.3918 1.0509 0.036 -0.076 0.133
H 2.1698 -5.8966 2.4099 -0.085 -0.124 -0.082
H 1.1161 -3.7137 1.5975 0.651 0.034 -0.339
H 0.0901 -5.0620 1.8022 -0.727 0.265 0.040
H -1.6502 -4.5674 0.3321 -0.060 -0.103 0.017
H -1.2028 -3.9205 -1.2681 -0.093 0.009 0.131
H -0.9455 -2.9513 0.1872 0.386 -0.068 0.095
H 2.0114 -7.8460 0.5684 0.474 -0.825 1.370
H 1.1386 -6.8097 -0.1768 -1.528 0.346 -0.535
```
Positions in Å, forces in eV/Å.

Results
charge = +1
gap between HOMO and LUMO (spin up / spin down) = 7.86 / 2.34 eV
DFT total energy = -16099.04679 a.u.
F_max = 3.3 eV Å⁻¹
multiplicity = 2
<S²> = 0.755

=====

(2)
Density functional theory data (wB97M-V/def2-TZVPD) for a cluster of 12 separate species, C27H75N4O20 in total at a distorted geometry.

```
126
Properties=species:S:1:pos:R:3:forces:R:3
C 0.4588 -0.9527 -2.4070 0.018 -0.808 0.412
N 0.1037 -1.1554 -0.9497 -0.487 -0.931 -0.435
C -0.7711 0.0026 -0.5415 0.157 -0.754 -0.117
C -0.6635 -2.4765 -0.7743 -0.151 1.259 0.800
C 1.3122 -1.1407 -0.0621 -0.071 -0.272 0.866
C 0.9189 -1.1540 1.4313 0.025 0.317 -0.080
O 0.6593 0.1263 1.9078 0.414 0.578 0.473
H -0.3338 -1.3925 -3.0112 0.043 -0.043 0.029
H 1.3861 -1.5066 -2.5351 0.075 0.218 -0.449
H 0.4990 0.0978 -2.6816 0.393 0.069 0.375
H -0.1116 0.8603 -0.6374 -0.584 0.172 0.038
H -1.0912 -0.1382 0.4859 -0.041 0.230 -0.159
H -1.6331 -0.0051 -1.2057 0.047 0.391 -0.113
H -1.2243 -2.7035 -1.6741 0.075 0.041 -0.003
H -1.3391 -2.2397 0.0457 -0.348 -0.389 -0.205
H -0.0398 -3.3012 -0.4441 0.422 0.155 -0.452
H 1.8459 -0.2275 -0.3268 0.296 -0.028 0.327
H 1.9424 -2.0241 -0.1656 -0.179 -0.026 -0.985
H 1.6931 -1.6690 2.0123 0.203 0.154 -0.149
H -0.0005 -1.7178 1.6276 0.102 -0.140 -0.302
H 1.4963 0.6266 1.9875 -0.188 0.189 0.179
O 2.5638 2.6935 3.1087 0.268 -0.124 0.585
C 1.6498 3.6833 2.7227 1.262 0.021 1.835
C 1.4851 4.9710 3.5972 1.911 1.416 0.785
O 1.0835 6.2130 3.0970 -0.535 -1.415 -0.871
H 0.6163 3.2748 2.7224 2.655 -0.518 3.326
H 1.8741 3.9718 1.6800 0.860 -0.302 1.576
H 2.5244 5.1558 3.9325 0.081 -0.550 0.689
H 0.8331 4.7207 4.4513 0.227 -0.465 0.311
C -0.7687 3.3536 -0.0314 -0.208 0.664 1.645
C -0.0044 4.0361 1.1052 -3.195 0.859 -3.853
O -0.6837 5.1002 1.7240 -1.664 -2.046 -2.060
O -1.3471 4.1740 -1.0550 0.534 -0.065 -0.232
H -1.5904 2.8578 0.4856 -0.161 -0.363 -0.712
H -0.0174 2.6753 -0.4442 -0.296 -0.220 -0.230
H 0.9892 4.2990 0.7192 -1.075 0.605 -0.601
H 0.1762 3.2684 1.8676 -1.971 -0.181 -3.828
H -0.0302 5.4856 2.3255 1.499 2.233 1.435
H -0.5991 4.7021 -1.3663 -0.339 0.252 -0.081
C 5.2728 3.2952 1.3425 2.117 -1.270 1.045
C 4.8657 1.8977 0.8938 -1.315 0.686 -0.442
O 3.4287 1.8334 0.7627 0.623 -0.668 -0.614
O 5.2153 3.3973 2.7514 -0.635 0.453 -0.221
H 4.7971 4.1228 0.8153 -0.186 -0.137 -0.141
H 6.3649 3.2879 1.2079 -0.059 0.546 -0.669
H 5.2071 1.1522 1.6173 0.162 0.145 0.107
H 5.3296 1.6823 -0.0735 -0.252 -0.078 -0.146
H 3.0869 2.1991 1.6192 -0.390 0.067 0.610
H 4.2625 3.3203 2.9662 -0.358 0.089 0.563
C 3.2792 0.2552 5.0766 -0.470 0.157 0.704
C 2.9579 1.1800 6.2587 -0.720 -0.268 0.307
O 1.9319 2.1173 5.9181 0.690 -0.571 -0.053
O 4.2131 0.8107 4.2206 0.750 -0.195 -0.726
H 2.3275 0.0695 4.5573 -0.067 -0.095 0.051
H 3.6597 -0.7135 5.4212 0.105 0.074 0.093
H 3.8626 1.6414 6.6675 0.200 0.369 -0.567
H 2.6061 0.6083 7.1269 -0.379 -0.247 -0.188
H 2.0502 2.2826 4.9552 0.037 0.545 -0.005
H 3.7746 1.4710 3.6532 -0.186 0.243 0.285
C -5.9323 -1.6852 1.4046 -0.470 0.272 0.052
C -5.2796 -2.2455 0.1552 0.043 0.392 -1.498
O -3.9897 -1.7696 -0.1177 1.417 -0.762 0.624
O -6.2414 -0.2815 1.4312 0.349 -0.634 -0.612
H -5.2874 -1.8493 2.2646 0.025 -0.105 0.008
H -6.8769 -2.2222 1.5288 0.081 -0.331 0.250
H -5.8933 -2.1739 -0.7560 -0.446 0.728 0.202
H -5.1857 -3.3362 0.1651 0.088 -0.045 0.892
H -3.8076 -0.9848 -0.6392 -1.052 0.269 -0.043
H -6.9476 -0.1516 0.7887 0.040 0.209 0.038
C 0.1955 0.1736 -6.0464 0.468 -1.191 1.338
C 0.6134 1.4655 -6.7422 -1.360 -0.892 0.077
O 0.0881 2.5837 -6.0592 0.619 0.182 -0.125
O -1.1749 0.1489 -5.7116 -0.192 0.527 -0.853
H 0.7276 -0.0028 -5.0998 0.440 0.723 0.039
H 0.5245 -0.7202 -6.5958 -0.312 0.186 -0.675
H 0.1737 1.4427 -7.7458 0.263 -0.046 -0.192
H 1.6982 1.4670 -6.8253 0.018 0.447 0.165
H -0.8653 2.5308 -6.1840 -0.040 0.028 0.344
H -1.4469 -0.6655 -5.2476 0.103 0.208 -0.220
C 4.8698 -4.8188 0.1122 1.211 -1.587 1.615
C 4.0339 -3.9655 1.0264 0.846 2.275 -0.703
O 4.6731 -3.6954 2.2941 -0.727 -1.153 -0.530
O 5.0156 -6.1113 0.7618 -0.739 -0.639 -0.623
H 5.9302 -4.5568 0.0520 -0.342 1.287 -0.228
H 4.4958 -4.9254 -0.9025 -0.363 -0.178 0.195
H 3.0040 -4.2994 1.1461 0.070 -0.371 0.003
H 3.9996 -2.9803 0.5482 -0.318 0.047 -0.033
H 4.2120 -4.2828 2.9033 0.322 0.216 0.352
H 5.4546 -5.9458 1.6016 0.059 0.131 -0.054
C -4.7182 2.5006 -1.6527 0.040 1.110 0.181
C -4.1453 3.1460 -2.9033 0.901 -0.454 -0.425
O -2.7618 2.9585 -3.1045 -0.149 -0.307 -0.042
O -4.1993 1.2097 -1.4474 -0.314 -0.680 -0.664
H -5.7864 2.5336 -1.9029 -0.294 -0.417 0.657
H -4.5275 3.1229 -0.7757 0.005 -0.021 0.058
H -4.3854 4.2118 -2.9730 -0.314 0.006 0.387
H -4.6681 2.6633 -3.7374 0.300 0.024 -0.264
H -2.2437 3.2944 -2.3392 -0.192 0.220 -0.062
H -4.2133 0.9668 -0.5151 0.116 0.634 0.429
O 2.0998 -4.2602 -1.6904 -0.111 -0.390 -0.572
C 1.8690 -5.4554 -1.8535 1.821 0.935 0.665
N 1.2808 -6.1457 -0.8469 -0.595 -0.667 -0.069
C 2.4658 -6.2820 -2.9824 -1.994 -0.256 -0.490
H 0.6521 -6.9009 -1.0676 0.271 -0.192 0.232
H 1.1468 -5.6483 0.0172 -0.303 0.084 -0.080
H 1.7582 -7.0973 -3.1765 0.076 -0.118 -0.012
H 3.4021 -6.7874 -2.7645 0.206 0.524 0.272
H 2.4532 -5.7023 -3.9024 0.556 0.133 0.108
O -3.0492 1.1644 1.1885 0.159 -0.870 0.354
C -2.8090 1.4350 2.3702 -1.348 0.614 -0.737
N -3.1487 2.6652 2.8057 0.190 -0.070 1.020
C -2.2891 0.4559 3.3920 0.304 0.602 0.011
H -2.7981 3.0357 3.6743 -0.045 -0.046 -0.022
H -3.7826 3.2442 2.2857 0.442 0.091 -0.446
H -2.6839 -0.5328 3.1726 0.254 -0.061 -0.198
H -2.6116 0.7400 4.3923 -0.010 0.038 -0.013
H -1.1975 0.5082 3.3738 -0.002 -0.400 -0.052
O -2.3834 -1.9096 -4.4739 -0.236 0.074 -0.408
C -3.4693 -1.9495 -3.8965 1.798 0.039 1.354
N -4.1232 -0.8496 -3.4772 -0.723 -0.494 -0.474
C -3.8028 -3.2645 -3.2146 -1.168 -0.185 -0.590
H -3.7774 0.0952 -3.5729 0.183 -0.051 -0.278
H -5.0893 -0.9587 -3.2210 0.092 0.205 0.378
H -4.2307 -4.0157 -3.8815 0.077 0.165 -0.248
H -4.5197 -3.1254 -2.4078 0.262 -0.071 0.195
H -2.8497 -3.6644 -2.8843 -0.091 0.030 0.274
```
Positions in Å, forces in eV/Å.

Results
charge = -1
gap between HOMO and LUMO = 3.45 eV
DFT total energy = -2797.25327 a.u.
F_max = 5.1 eV Å⁻¹

=====

(3)
Density functional theory data (wB97M-V/def2-TZVPD) for a cluster of 2 separate species, C2H4BrNOS in total at a distorted geometry.

```
10
Properties=species:S:1:pos:R:3:forces:R:3
C 0.2266 0.9678 -0.3666 -1.272 -1.430 -4.087
C 0.3979 1.2173 0.9947 0.794 0.897 2.429
N -0.7300 -1.2655 -0.8379 -0.709 3.147 -0.146
O 0.1534 1.4794 -1.4155 0.514 0.073 1.544
S 0.1922 -2.5670 -0.4987 1.314 -0.703 -0.714
Br -1.0383 -0.7558 -2.6659 0.207 -1.145 0.694
H 0.9370 0.4494 1.5069 0.446 -0.767 0.041
H 0.9004 2.1606 1.2177 -0.003 0.198 -0.258
H -0.5547 1.2296 1.4847 -0.827 0.029 0.058
H -0.4846 -2.9159 0.5806 -0.463 -0.299 0.438
```
Positions in Å, forces in eV/Å.

Results
gap between HOMO and LUMO (spin up / spin down) = 7.86 / 6.73 eV
energy above the lowest of the compared OMol25 structures with the same formula, charge and spin = 106.9 kcal/mol
DFT total energy = -3180.64227 a.u.
F_max = 4.5 eV Å⁻¹

=====

(4)
Density functional theory data (wB97M-V/def2-TZVPD) for a cluster of 2 separate species, C4H4O2S in total at a distorted geometry.

```
11
Properties=species:S:1:pos:R:3:forces:R:3
C 2.1707 1.0832 -0.2164 0.944 1.574 -0.309
C 1.0418 0.7306 0.0448 -0.289 -1.291 -0.073
C -0.9591 -0.7103 -0.2665 0.517 0.159 -0.291
C 0.0074 -0.1953 0.5553 -0.759 1.200 -4.244
O 2.7978 -1.6534 1.6224 0.889 1.250 -0.368
O 2.3945 0.3445 2.8584 -0.194 1.128 0.786
S 3.1784 -0.2632 1.8416 -0.546 -2.628 -0.011
H 3.1334 1.6215 -0.3773 -1.527 -0.831 0.010
H -1.6378 -1.5688 -0.0410 0.715 1.045 0.398
H -1.1029 -0.3540 -1.3495 0.619 -0.367 1.889
H 0.2856 -0.3418 1.5383 -0.368 -1.238 2.211
```
Positions in Å, forces in eV/Å.

Results
gap between HOMO and LUMO = 8.95 eV
energy above the lowest of the compared OMol25 structures with the same formula, charge and spin = 88.0 kcal/mol
DFT total energy = -703.35164 a.u.
F_max = 4.5 eV Å⁻¹

=====

(5)
Density functional theory data (wB97M-V/def2-TZVPD) for a structure of composition C12H12Cl3F6FeN2O12P2S2 at a distorted geometry.

```
52
Properties=species:S:1:pos:R:3:forces:R:3
Fe 0.2237 0.6422 -0.8596 -0.200 0.331 -0.614
C -0.3334 2.3198 4.2591 0.023 -0.052 -0.007
C 0.6382 1.5052 3.4193 -0.031 -0.163 -0.422
O 1.7248 1.1138 4.2315 -0.127 -0.038 0.117
P -0.2283 0.0665 2.6063 0.159 0.693 -0.164
O -1.6286 -0.1810 3.2752 -0.267 0.074 -0.181
O 0.6940 -1.1315 3.0009 0.276 -0.062 0.074
O -0.3980 0.3605 1.1590 -0.150 1.294 0.641
P 1.3776 2.5018 2.0305 0.285 -0.083 -0.044
O 2.2613 3.6228 2.7191 -0.204 0.109 0.153
O 0.1373 3.3576 1.4273 0.207 -0.031 0.295
O 2.1970 1.7051 1.1137 -0.248 0.011 0.240
H -0.7752 1.6881 5.0274 0.027 0.029 0.042
H -1.1320 2.7279 3.6409 -0.017 0.001 0.021
H 0.2045 3.1354 4.7435 -0.002 0.000 0.013
H 2.2600 0.4547 3.7696 -0.008 0.011 0.006
H -2.3586 -0.0368 2.6318 0.133 -0.037 0.251
H 0.5517 -2.0058 2.5988 -0.286 0.056 -0.126
H 1.7791 4.3376 3.1526 0.013 -0.015 -0.005
F -4.0983 -1.5042 -2.1807 0.009 -0.028 -0.036
C -4.4476 -0.7277 -1.1649 0.063 -0.033 0.008
F -5.0545 0.3579 -1.6276 0.042 0.043 -0.018
F -5.2789 -1.3904 -0.3706 -0.040 0.011 -0.014
S -2.9628 -0.2314 -0.1871 -0.373 -0.318 0.101
O -2.0332 0.3105 -1.1574 0.460 0.370 -0.114
O -3.5152 0.6360 0.8182 0.460 -0.134 0.113
N -2.5156 -1.6113 0.4327 -0.016 0.231 -0.145
S -1.1445 -2.3291 0.1784 0.393 -0.104 0.014
O -0.0212 -1.4707 -0.1655 -0.149 -1.004 -1.059
O -0.8920 -3.2321 1.2616 0.063 -0.039 0.062
C -1.3597 -3.3493 -1.3443 0.045 0.139 0.029
F -1.4908 -2.5292 -2.3816 -0.031 -0.062 -0.024
F -2.4272 -4.1271 -1.2530 -0.071 -0.040 0.023
F -0.2760 -4.0949 -1.5087 0.008 -0.057 0.002
Cl 5.8428 -0.8797 -5.2624 -0.010 -0.003 0.002
C 4.3224 -0.5096 -4.5060 -0.054 0.034 0.017
C 4.1986 -0.6169 -3.1330 0.075 -0.093 0.048
C 2.9791 -0.3141 -2.5663 -0.356 0.111 -0.117
Cl 2.7298 -0.3992 -0.8525 0.286 0.008 0.206
C 1.8548 0.1140 -3.2917 0.282 -0.060 -0.196
O 0.7254 0.4243 -2.7224 -0.409 0.035 0.807
C 2.0430 0.2007 -4.6833 -0.051 0.008 0.098
Cl 0.7081 0.7188 -5.6529 0.008 -0.002 -0.031
C 3.2504 -0.1027 -5.2832 0.033 -0.008 -0.064
H 5.0327 -0.9329 -2.5229 -0.013 0.009 0.011
H 3.3561 -0.0152 -6.3551 -0.020 -0.005 0.003
C -1.1382 4.5757 -0.1706 -0.013 -0.065 0.012
C -0.2261 3.4211 0.0862 0.024 0.157 -0.038
N 0.1872 2.6181 -0.7659 -0.203 -1.277 -0.046
H -2.0032 4.5046 0.4885 -0.003 0.035 0.007
H -1.4578 4.5684 -1.2084 0.009 -0.018 0.019
H -0.6049 5.5017 0.0443 -0.031 0.033 0.029
```
Positions in Å, forces in eV/Å.

Results
gap between HOMO and LUMO (spin up / spin down) = 7.98 / 5.84 eV
energy above the lowest of the compared OMol25 structures with the same formula, charge and spin = 0.0 kcal/mol
DFT total energy = -6199.66038 a.u.
F_max = 1.5 eV Å⁻¹
multiplicity = 6
<S²> = 8.765

=====

(6)
Density functional theory data (wB97M-V/def2-TZVPD) for the molecule C2H6N4 at a distorted geometry.

```
12
Properties=species:S:1:pos:R:3:forces:R:3
C -0.8988 -0.5600 -0.3656 0.837 -1.497 0.540
C 0.5246 -0.4631 0.4387 -2.416 2.682 -2.713
N -0.9518 1.6803 0.0746 1.392 -0.928 -0.035
N -1.7918 0.5579 -0.0070 4.073 1.056 -0.754
N 0.5856 2.0033 0.1643 -5.528 0.105 0.162
N 1.1975 0.8641 0.0755 -0.602 -4.629 -0.584
H -0.5366 -0.6610 -1.4777 -1.215 0.424 1.777
H -1.4529 -1.5404 -0.0378 1.178 1.714 -0.804
H 0.3165 -0.3608 1.4562 -0.168 -0.743 1.771
H 1.0912 -1.2695 0.0531 0.993 -0.657 0.292
H -1.5629 2.4526 0.2002 0.483 1.227 0.280
H 2.1615 0.7458 0.2673 0.973 1.245 0.067
```
Positions in Å, forces in eV/Å.

Results
gap between HOMO and LUMO (spin up / spin down) = 8.46 / 8.19 eV
energy above the lowest of the compared OMol25 structures with the same formula, charge and spin = 138.9 kcal/mol
DFT total energy = -298.62748 a.u.
F_max = 5.5 eV Å⁻¹